Molecular formula: C24H14Co2LiO6
Method: DFT, ωB97M-V with the def2-TZVPD basis set

Structure (XYZ):
```
47
C24H14Co2LiO6, DFT ωB97M-V with the def2-TZVPD basis set
O 6.3448 2.4568 -2.8125
C 5.2987 2.1654 -2.4180
Co 3.7186 1.6597 -1.8343
C 3.4105 3.2711 -1.1960
O 3.2198 4.3154 -0.7443
C 2.7002 1.6700 -3.2953
O 2.0634 1.6383 -4.2598
C 2.7157 0.9030 -0.2757
C 1.4843 0.2862 -0.4614
C 0.1606 0.5878 -0.3748
C -0.9012 -0.3396 -0.7217
C -2.2124 0.1513 -0.8839
C -3.2550 -0.6956 -1.2153
C -2.9924 -2.0372 -1.5426
C -1.6787 -2.5245 -1.4701
C -0.6868 -1.7273 -0.8907
Co 2.8546 -0.6360 -1.1943
C 4.4025 -0.4811 -2.2028
O 5.2944 -0.9525 -2.7851
C 1.8969 -1.2617 -2.5244
O 1.2594 -1.7121 -3.3775
C 3.1688 -2.1818 -0.3680
O 3.3412 -3.2128 0.1317
H 3.0649 1.2488 0.7046
H -0.1234 1.6481 -0.3363
H -2.3731 1.2282 -0.7694
H -4.2693 -0.2958 -1.2955
H -3.7929 -2.6804 -1.9126
H -1.4281 -3.5247 -1.8348
H 0.2827 -2.1596 -0.6172
C -2.6460 2.2561 2.6080
Li -2.2637 -2.3608 0.6630
C -1.3964 2.7401 2.1338
C -0.4962 1.6368 2.0440
C -1.1707 0.4592 2.4810
C -2.5437 0.8337 2.7888
C -3.4641 -0.1772 3.0773
C -3.0403 -1.5085 3.1377
C -1.6921 -1.8643 2.8852
C -0.7668 -0.8794 2.5156
H -3.5522 2.8290 2.7880
H -1.1511 3.7677 1.8732
H 0.5642 1.6762 1.8068
H -4.5092 0.0991 3.2480
H -3.7593 -2.2934 3.4039
H -1.3545 -2.8999 3.0410
H 0.2736 -1.1214 2.2831
```

Computed properties:
- Gap between HOMO and LUMO: 3.594 eV
- Total charge: +1
- Electronic energy: -112848.032 eV
- 2S+1: 1
- Energy relative to the best compared isomer or geometry (same formula, charge and spin): 1.143 eV


Molecular formula: C24H15AuClN4O11S2
Method: DFT, ωB97M-V with the def2-TZVPD basis set

Structure (XYZ):
```
58
C24H15AuClN4O11S2, DFT ωB97M-V with the def2-TZVPD basis set
Au 0.3416 -0.4893 -0.9124
O -2.0236 2.9152 -2.6521
C -3.0195 2.1380 -3.1134
C -4.0696 2.7936 -3.7619
C -5.1328 2.0829 -4.2737
C -5.1799 0.6948 -4.1557
C -4.1448 0.0412 -3.5234
C -3.0539 0.7394 -2.9960
C -1.9641 -0.0177 -2.3486
O -1.0932 0.6827 -1.6495
N -1.9031 -1.2985 -2.4974
N -0.8192 -1.8613 -1.8179
C -0.8507 -3.1464 -1.7203
S 0.3538 -4.1005 -0.9170
C -0.2452 -5.6618 -1.6194
C -1.7537 -5.5898 -1.6871
S -2.1926 -4.0049 -2.4455
H -1.3831 2.3551 -2.1744
H -4.0170 3.8710 -3.8418
H -5.9378 2.6127 -4.7677
H -6.0174 0.1363 -4.5507
H -4.1535 -1.0350 -3.4161
H 0.0951 -6.4560 -0.9555
H 0.1889 -5.8099 -2.6084
H -2.1944 -5.6400 -0.6918
H -2.1725 -6.3796 -2.3107
O 3.3682 -2.3367 0.9901
C 2.2913 -1.8027 0.8394
O 1.8142 -1.6853 -0.4014
C 1.5028 -1.3074 2.0093
C 2.2286 -0.7443 3.0264
C 1.5951 -0.2502 4.1677
C 0.2222 -0.3840 4.3256
C -0.5004 -1.0003 3.3396
C 0.0605 -1.4387 2.0793
O -0.6290 -1.8576 1.1260
N -1.9290 -1.1677 3.5829
O -2.5097 -0.2823 4.1957
O -2.4592 -2.1916 3.2041
N 2.3623 0.4268 5.1800
O 1.8096 0.7302 6.2273
O 3.5352 0.6851 4.9404
H 3.3035 -0.6743 2.9355
H -0.2689 -0.0123 5.2127
Cl 5.3667 5.4470 2.7386
C 4.3676 4.3927 1.7746
C 3.6717 3.3672 2.3915
C 2.8791 2.5386 1.6120
C 2.7993 2.7263 0.2371
C 3.5107 3.7591 -0.3611
C 4.2954 4.6031 0.4059
C 1.9887 1.8115 -0.6358
O 2.0261 1.8730 -1.8484
O 1.2674 0.9637 0.0613
H 3.7547 3.2076 3.4579
H 2.3234 1.7348 2.0730
H 3.4425 3.8837 -1.4333
H 4.8517 5.4130 -0.0453
```

Computed properties:
- Gap between HOMO and LUMO: 6.917 eV
- Total charge: -1
- Electronic energy: -91496.777 eV
- 2S+1: 1
- Energy relative to the best compared isomer or geometry (same formula, charge and spin): 0.000 eV


| no. | F_max (hartree/bohr) | LUMO level (eV) |
| --- | --- | --- |
| 1 | 0.0719 | -6.4 |
| 2 | 0.0026 | 1.4 |